Record 1
Molecular formula: C3H3LiO4Pt
Method: DFT, wB97M-V/def2-TZVPD

* highest occupied orbital energy (alpha / beta): -0.2262 / -0.2977 hartree
* E: -14797.89762 eV
* frontier orbital gap (alpha / beta): 5.53 / 6.79 eV
* spin multiplicity: 3

Structure (XYZ):
```
12
Properties=species:S:1:pos:R:3:mulliken_spin:R:1
C 0.516 1.142 0.055 0.035
O -0.039 2.230 0.002 0.003
O 1.755 0.905 0.111 0.052
C -0.390 -0.134 -0.055 0.012
O 0.039 -1.275 -0.060 -0.092
O -1.657 0.150 -0.058 -0.003
C -2.594 -0.934 -0.014 -0.009
H -2.444 -1.517 0.903 0.002
H -3.583 -0.472 -0.019 -0.001
H -2.461 -1.577 -0.892 0.003
Pt 2.755 -0.545 -0.139 1.730
Li 1.257 -2.674 0.111 0.267
```

Record 2
Molecular formula: C10H15B3BeF12N5
Method: DFT, wB97M-V/def2-TZVPD

* highest occupied orbital energy: -0.2650 hartree
* E: -53122.71378 eV
* charge: -1
* frontier orbital gap: 8.74 eV

Structure (XYZ):
```
46
Properties=species:S:1:pos:R:3:mulliken_charge:R:1
Be 0.846 0.019 0.273 1.695
B 1.959 1.606 -1.721 0.337
F 2.795 2.724 -1.677 -0.354
F 0.811 1.878 -0.913 -0.311
F 1.574 1.373 -3.053 -0.359
F 2.489 0.449 -1.144 -0.185
B 1.962 -3.344 -0.522 -0.008
F 0.998 -3.803 -1.474 -0.442
F 3.227 -3.668 -1.010 -0.362
F 1.840 -1.927 -0.419 0.139
F 1.781 -3.958 0.710 -0.392
B 3.481 -1.238 2.298 0.403
F 3.227 -2.508 2.832 -0.392
F 3.997 -0.403 3.304 -0.395
F 4.328 -1.337 1.211 -0.388
F 2.221 -0.630 1.918 -0.333
C -3.686 1.974 -0.978 -1.029
C -2.456 1.615 -0.283 0.417
N -1.497 1.322 0.268 -0.228
H -3.703 3.059 -1.068 0.349
H -4.561 1.715 -0.380 0.330
H -3.767 1.411 -1.904 0.204
C -3.169 -2.489 -0.722 -1.020
C -1.922 -2.024 -0.130 0.327
N -0.985 -1.628 0.390 -0.110
H -2.982 -3.191 -1.530 0.274
H -3.718 -1.587 -0.991 0.216
H -3.726 -3.045 0.033 0.363
C -1.249 -0.196 -4.425 -1.162
C -0.676 -0.258 -3.086 0.363
N -0.234 -0.351 -2.038 0.021
H -2.302 0.058 -4.303 0.269
H -1.112 -1.155 -4.917 0.299
H -0.753 0.609 -4.964 0.319
C -2.005 -1.019 4.455 -0.935
C -0.982 -0.540 3.524 0.357
N -0.195 -0.134 2.801 -0.191
H -2.756 -1.544 3.869 0.247
H -2.413 -0.207 5.049 0.296
H -1.539 -1.719 5.148 0.284
C 2.643 4.438 0.799 -0.981
C 2.120 3.170 1.250 0.505
N 1.689 2.159 1.571 -0.280
H 3.430 4.859 1.424 0.339
H 1.863 5.191 0.699 0.265
H 3.110 4.274 -0.175 0.240
```

Record 3
Molecular formula: C6H8O4
Method: DFT, wB97M-V/def2-TZVPD

* highest occupied orbital energy: -0.3927 hartree
* E: -14538.80230 eV
* frontier orbital gap: 10.01 eV

Structure (XYZ):
```
18
Properties=species:S:1:pos:R:3:mulliken_charge:R:1
C 0.879 0.554 0.841 -0.401
C 0.237 1.920 0.640 -1.187
C -1.644 -1.463 0.790 0.769
O -0.873 -2.356 1.029 -0.572
O -2.563 -0.832 1.170 -0.405
H 0.628 -2.097 0.341 0.503
H 0.397 0.011 1.655 0.254
H 1.939 0.662 1.090 0.402
H 0.701 2.443 -0.196 0.298
H 0.358 2.521 1.541 0.384
H -0.830 1.823 0.441 0.317
C 0.866 -0.333 -0.400 0.694
O 1.516 0.266 -1.430 -0.509
C -0.851 -0.518 -0.810 -0.357
C -1.552 -0.371 -1.791 -0.454
O 1.294 -1.605 -0.230 -0.599
H 1.726 -0.413 -2.086 0.402
H -2.228 -0.213 -2.593 0.461
```

Record 4
Molecular formula: C19H16F6N4O4RuS6Sb
Method: DFT, wB97M-V/def2-TZVPD

* highest occupied orbital energy: -0.1842 hartree
* E: -124553.19466 eV
* charge: -1
* frontier orbital gap: 6.99 eV

Structure (XYZ):
```
57
Properties=species:S:1:pos:R:3:mulliken_charge:R:1
Ru -0.225 -0.510 0.794 -0.693
S 0.310 -0.275 5.560 -0.600
Sb 1.511 -0.589 3.705 1.022
S 1.097 1.123 1.937 -0.189
S -0.921 1.261 2.206 -0.227
S 3.642 -1.248 3.530 -0.603
F 0.556 3.520 -5.318 -0.236
C 0.801 2.235 -5.067 0.618
F -0.208 1.511 -5.561 -0.225
F 1.920 1.885 -5.709 -0.221
S 1.020 1.925 -3.262 1.000
O 1.245 0.512 -3.164 -0.569
O 2.045 2.838 -2.869 -0.654
N -0.405 2.424 -2.755 -0.606
S -1.400 1.572 -1.924 1.092
O -2.441 2.383 -1.372 -0.721
O -0.775 0.586 -1.074 0.192
C -2.311 0.526 -3.149 0.585
F -2.882 1.295 -4.077 -0.242
F -3.283 -0.159 -2.524 -0.191
F -1.517 -0.354 -3.754 -0.213
C -5.612 -0.516 -0.041 -0.951
N -4.323 -1.135 0.185 0.189
C -4.024 -2.474 0.116 -0.979
C -2.681 -2.574 0.307 -0.372
N -2.158 -1.316 0.486 0.928
C -3.172 -0.479 0.405 -0.909
H -6.351 -0.914 0.652 0.363
H -5.940 -0.688 -1.066 0.325
H -5.515 0.555 0.119 0.316
H -4.778 -3.220 -0.063 0.428
H -2.065 -3.455 0.319 0.285
H -3.103 0.596 0.463 0.499
N 0.427 -1.714 2.254 -0.355
C 0.688 -2.946 1.991 0.718
C 0.469 -3.373 0.600 0.988
C 0.425 -2.347 -0.359 -0.303
C 0.175 -2.646 -1.697 -0.275
C -0.072 -3.956 -2.068 -0.628
C -0.041 -4.977 -1.118 -0.845
C 0.232 -4.691 0.208 -0.051
C 1.227 -3.879 3.006 -0.373
C 2.281 -4.739 2.700 -0.218
C 2.823 -5.548 3.683 -0.840
C 2.312 -5.514 4.975 -0.349
C 1.256 -4.670 5.280 -0.796
C 0.710 -3.857 4.298 -0.241
H 1.006 -1.352 -0.178 0.137
H 0.179 -1.844 -2.424 0.529
H -0.279 -4.191 -3.104 0.458
H -0.232 -6.000 -1.419 0.368
H 0.242 -5.480 0.950 0.510
H 2.701 -4.736 1.703 0.475
H 3.661 -6.192 3.448 0.373
H 2.745 -6.140 5.745 0.391
H 0.861 -4.630 6.287 0.395
H -0.107 -3.186 4.536 0.490
```

Record 5
Molecular formula: C4H12
Method: DFT, wB97M-V/def2-TZVPD

* highest occupied orbital energy: -0.4171 hartree
* E: -4341.70531 eV
* frontier orbital gap: 12.44 eV

Structure (XYZ):
```
16
Properties=species:S:1:pos:R:3:mulliken_charge:R:1
C 1.395 0.289 0.522 -0.826
C 2.807 0.712 0.921 -0.964
H 1.198 0.210 -0.533 0.262
H 1.299 -0.748 0.873 0.338
H 0.596 0.687 1.146 0.353
H 2.949 1.370 1.784 0.300
H 3.377 -0.151 1.280 0.249
H 3.397 1.172 0.136 0.274
C -1.408 -0.781 -0.949 -0.309
C -2.776 -0.129 -0.583 -1.035
H -1.730 -1.823 -0.930 0.247
H -1.155 -0.459 -1.961 0.340
H -0.658 -0.601 -0.209 -0.174
H -3.471 -0.032 -1.429 0.323
H -2.655 0.891 -0.387 0.342
H -3.166 -0.607 0.319 0.279
```

Record 6
Molecular formula: C2H7N2O2
Method: DFT, wB97M-V/def2-TZVPD

* highest occupied orbital energy: -0.5448 hartree
* E: -9254.56023 eV
* charge: +1
* frontier orbital gap: 10.80 eV

Structure (XYZ):
```
13
Properties=species:S:1:pos:R:3:mulliken_charge:R:1
C -2.553 -0.202 -0.055 0.129
C 1.099 0.552 0.153 0.251
N -1.551 -0.693 0.544 -0.589
N 1.717 -0.384 -0.528 -0.333
O -2.659 1.034 -0.455 -0.396
O 1.519 1.741 0.416 -0.340
H -3.504 -0.655 -0.167 0.382
H -0.032 0.142 0.648 0.494
H -1.958 -1.647 0.913 0.220
H -1.742 1.360 -0.461 0.270
H 2.788 -0.339 -0.631 0.264
H 1.302 -1.320 -0.755 0.290
H 2.300 2.028 -0.019 0.356
```

Record 7
Molecular formula: C4H7NO2
Method: DFT, wB97M-V/def2-TZVPD

* highest occupied orbital energy: -0.3835 hartree
* E: -9846.15358 eV
* frontier orbital gap: 11.19 eV

Structure (XYZ):
```
14
Properties=species:S:1:pos:R:3:mulliken_charge:R:1
C -1.287 -0.942 0.068 -1.279
C -0.354 -0.046 -0.735 0.271
O 0.830 -0.757 -1.046 -0.601
C 0.023 1.245 0.053 -0.489
N 1.342 1.109 0.660 -0.600
C 1.763 0.060 1.124 0.839
O 2.264 -0.878 1.609 -0.455
H -0.897 -1.132 1.075 0.289
H -1.427 -1.906 -0.429 0.352
H -2.267 -0.460 0.167 0.356
H -0.844 0.231 -1.677 0.319
H 1.523 -0.082 -1.123 0.342
H -0.699 1.436 0.854 0.323
H 0.031 2.123 -0.598 0.334
```

Record 8
Molecular formula: C4H8OSi
Method: DFT, wB97M-V/def2-TZVPD

* highest occupied orbital energy: -0.3621 hartree
* E: -14199.41835 eV
* frontier orbital gap: 10.65 eV

Structure (XYZ):
```
14
Properties=species:S:1:pos:R:3:mulliken_charge:R:1
C 1.912 -1.017 -0.287 -1.211
C 1.484 0.440 -0.268 0.250
O 2.082 1.225 0.753 -0.538
C -0.001 0.455 -0.118 0.217
C -1.208 0.313 0.325 -0.391
Si -3.049 0.261 0.186 0.247
H 2.907 -1.346 -0.652 0.320
H 1.821 -1.540 0.728 0.258
H 1.237 -1.476 -0.879 0.432
H 1.785 0.820 -1.191 0.261
H 1.637 1.045 1.640 0.373
H -3.749 1.599 0.644 -0.054
H -3.662 -1.092 0.419 -0.068
H -3.196 0.313 -1.300 -0.096
```

ΔE to the lowest compared entry with this formula, charge and spin across the listed records, respectively: 0.00 0.00 307.16 2.39 79.40 213.43 108.65 311.06 kJ/mol.